# 1
The following is a DFT calculation (ωB97M-V/def2-TZVPD) of a structure of composition C35H50N4OSbSi3SnTe at a distorted geometry.

Summary:
Kohn-Sham gap = 4.611 eV
LUMO energy = 0.0861 hartree

The geometry in ORCA input format:
```
! RIJCOSX wB97M-V def2-TZVPD def2/J DEFGRID3
* xyz -1 1
Sn -1.707 -0.065 0.376
C 2.599 -0.217 4.402
C 2.228 -0.087 3.048
N 1.068 0.378 2.628
C 0.150 0.820 3.563
C 0.462 0.735 4.972
C 1.692 0.152 5.370
C -0.514 1.064 5.913
C -1.720 1.580 5.494
C -1.993 1.753 4.114
C -1.076 1.403 3.112
N -1.312 1.563 1.725
C -1.679 2.815 1.252
C -1.565 4.021 1.992
C -1.667 5.239 1.289
C -1.966 5.311 -0.080
C -2.169 4.123 -0.856
C -2.559 4.042 -2.235
C -2.762 2.807 -2.820
C -2.715 1.670 -2.072
N -2.308 1.680 -0.771
C -2.064 2.869 -0.119
H 3.539 -0.698 4.659
H 3.009 -0.266 2.283
H 1.912 0.011 6.435
H -0.284 0.893 6.980
H -2.456 1.856 6.237
H -2.923 2.198 3.793
H -1.323 3.999 3.026
H -1.519 6.164 1.812
H -1.987 6.253 -0.604
H -2.644 4.949 -2.832
H -3.011 2.697 -3.862
H -3.025 0.707 -2.463
O -1.831 -3.027 2.560
C -1.950 -4.025 1.508
C -3.389 -4.373 1.183
C -4.142 -3.363 0.315
C -3.621 -3.301 -1.089
C -4.051 -4.264 -1.987
C -3.640 -4.219 -3.326
C -2.860 -3.137 -3.739
C -2.344 -2.323 -2.728
N -2.710 -2.379 -1.434
H -2.651 -3.107 3.116
H -1.415 -4.928 1.827
H -1.396 -3.664 0.639
H -3.994 -4.636 2.062
H -3.355 -5.359 0.632
H -4.058 -2.314 0.669
H -5.224 -3.614 0.289
H -4.627 -5.100 -1.614
H -3.920 -4.982 -4.040
H -2.530 -3.023 -4.761
H -1.579 -1.577 -3.013
Te -4.529 0.414 1.023
C 1.274 1.937 -3.919
Si 1.954 0.281 -3.356
C 1.165 -1.228 -4.145
C 3.779 0.096 -3.667
Sb 1.534 0.131 -0.704
Si 2.308 -2.490 -0.365
C 1.463 -3.603 -1.680
C 1.791 -3.008 1.367
C 4.180 -2.421 -0.455
Si 2.778 2.517 -0.053
C 2.565 2.958 1.750
C 4.565 2.000 -0.408
C 2.230 4.061 -1.010
H 0.887 1.752 -4.897
H 2.070 2.686 -3.979
H 0.522 2.411 -3.271
H 0.892 -0.928 -5.133
H 0.231 -1.588 -3.684
H 1.901 -2.043 -4.256
H 3.865 -0.018 -4.724
H 4.211 -0.834 -3.263
H 4.415 0.950 -3.340
H 0.774 -3.010 -2.309
H 0.865 -4.331 -1.164
H 2.185 -4.125 -2.348
H 0.807 -2.673 1.702
H 2.527 -2.753 2.115
H 1.774 -4.088 1.321
H 4.607 -3.034 -1.240
H 4.599 -2.724 0.518
H 4.500 -1.387 -0.641
H 3.151 2.342 2.434
H 1.506 2.981 2.065
H 2.925 3.983 1.805
H 4.761 0.981 -0.741
H 5.135 2.168 0.523
H 4.946 2.680 -1.176
H 1.189 4.127 -1.275
H 2.825 4.243 -1.912
H 2.451 4.882 -0.335
*
```

# 2
The following is a DFT calculation (ωB97M-V/def2-TZVPD) of a structure of composition C35H61BN6PtS3SeSi2Te.

Summary:
Kohn-Sham gap = 7.223 eV
LUMO energy = -0.2225 hartree

The geometry in ORCA input format:
```
! RIJCOSX wB97M-V def2-TZVPD def2/J DEFGRID3
* xyz 2 1
Pt -1.402 -0.270 -0.017
C 3.697 -0.869 -0.785
C 2.793 -1.411 0.275
C 3.250 -1.961 1.437
C 2.359 -2.464 2.417
N 1.065 -2.445 2.208
N 0.620 -1.916 1.070
B -0.876 -2.146 0.722
N -0.908 -3.274 -0.351
N 0.013 -4.233 -0.309
C -0.084 -5.205 -1.181
C -1.176 -5.251 -2.090
C -2.104 -4.252 -2.139
C -3.257 -4.223 -3.089
C -1.890 -3.187 -1.231
S -2.800 -1.726 -1.165
C 0.999 -6.273 -1.144
C 0.548 -7.379 -0.179
C 1.220 -6.866 -2.540
C 2.314 -5.666 -0.644
N -1.816 -2.485 1.890
N -1.712 -3.769 2.275
C -2.434 -4.185 3.276
C -3.280 -3.285 3.975
C -3.421 -1.997 3.565
C -4.331 -1.025 4.244
C -2.668 -1.601 2.424
S -2.885 -0.021 1.748
C -2.290 -5.654 3.655
C -3.460 -6.123 4.522
C -2.233 -6.504 2.383
C -0.976 -5.802 4.436
C 1.388 -1.371 0.113
S 0.599 -0.656 -1.269
C 2.842 -3.121 3.700
C 4.180 -2.528 4.151
C 1.808 -2.940 4.813
C 3.019 -4.617 3.389
H 4.725 -0.826 -0.434
H 3.379 0.129 -1.088
H 3.661 -1.504 -1.674
H 4.315 -2.001 1.620
H -1.259 -6.081 -2.777
H -3.178 -5.022 -3.823
H -3.303 -3.266 -3.611
H -4.198 -4.344 -2.547
H -0.413 -7.805 -0.476
H 0.458 -6.992 0.837
H 1.285 -8.182 -0.175
H 0.370 -7.461 -2.879
H 2.081 -7.533 -2.512
H 1.423 -6.091 -3.282
H 2.205 -5.251 0.358
H 2.660 -4.873 -1.312
H 3.078 -6.443 -0.616
H -3.848 -3.637 4.824
H -4.925 -1.524 5.006
H -5.004 -0.552 3.527
H -3.752 -0.230 4.718
H -4.423 -5.926 4.045
H -3.456 -5.659 5.510
H -3.381 -7.199 4.675
H -3.169 -6.437 1.825
H -2.074 -7.549 2.651
H -1.419 -6.184 1.733
H -0.971 -5.177 5.331
H -0.129 -5.517 3.811
H -0.846 -6.839 4.748
H 4.126 -1.443 4.254
H 4.997 -2.777 3.472
H 4.441 -2.941 5.125
H 1.678 -1.885 5.061
H 2.154 -3.458 5.708
H 0.840 -3.349 4.530
H 3.745 -4.775 2.588
H 2.070 -5.063 3.087
H 3.380 -5.137 4.277
C 1.591 2.310 -4.815
Si 0.997 3.991 -4.260
C -0.593 4.434 -5.132
C 2.293 5.301 -4.454
C 0.617 3.839 -2.389
Te -0.934 2.445 -2.030
C -2.545 3.822 -2.034
Si -4.238 3.060 -2.488
C -5.429 4.473 -2.631
C -4.703 1.883 -1.121
C -4.048 2.141 -4.103
H 2.026 2.377 -5.814
H 0.780 1.579 -4.867
H 2.363 1.917 -4.149
H -0.416 4.508 -6.207
H -0.984 5.400 -4.802
H -1.373 3.679 -4.995
H 2.517 5.458 -5.512
H 3.223 5.020 -3.957
H 1.963 6.256 -4.041
H 0.302 4.775 -1.926
H 1.482 3.454 -1.845
H -2.251 4.581 -2.763
H -2.550 4.278 -1.043
H -5.502 5.027 -1.693
H -6.429 4.111 -2.880
H -5.127 5.172 -3.414
H -4.842 2.411 -0.175
H -3.944 1.111 -0.960
H -5.638 1.372 -1.359
H -3.829 2.820 -4.930
H -4.983 1.630 -4.344
H -3.265 1.377 -4.073
Se -0.675 2.075 0.449
*
```

# 3
The following is a DFT calculation (ωB97M-V/def2-TZVPD) of a structure of composition C44H38CoN4O5S3 at a distorted geometry.

Summary:
⟨S²⟩ = 3.78
Kohn-Sham gap (spin up / spin down) = 7.673 / 6.993 eV
LUMO energy (spin up / spin down) = -0.0179 / -0.0437 hartree

The geometry in ORCA input format:
```
! RIJCOSX wB97M-V def2-TZVPD def2/J DEFGRID3
* xyz 0 4
Co 1.513 1.162 -0.432
O 5.143 1.965 0.942
C 3.932 2.048 0.870
O 3.174 1.173 0.320
C 3.240 3.245 1.581
C 2.116 2.768 2.525
C 1.750 3.921 3.484
C 0.918 4.826 2.558
C 1.015 4.043 1.235
O 0.983 2.687 1.668
C 2.441 4.206 0.664
C 2.466 3.863 -0.845
O 2.896 4.683 -1.630
O 1.946 2.744 -1.181
H 4.031 3.774 2.117
H 2.298 1.813 3.015
H 2.636 4.417 3.870
H 1.163 3.555 4.326
H 1.310 5.837 2.472
H -0.122 4.885 2.879
H 0.216 4.235 0.519
H 2.800 5.235 0.744
N -0.066 1.278 -1.056
S -1.499 1.207 -1.631
N -1.507 -0.928 -1.570
S -1.448 -1.867 -0.448
N -0.103 -2.750 -0.198
S 1.206 -1.990 0.273
N 1.296 -0.519 0.116
C 1.261 -2.399 2.036
C 1.282 -3.719 2.448
C 1.154 -4.007 3.796
C 0.999 -2.976 4.712
C 0.972 -1.657 4.286
C 1.110 -1.366 2.941
C 2.501 -3.025 -0.454
C 2.159 -3.972 -1.400
C 3.150 -4.769 -1.947
C 4.466 -4.612 -1.540
C 4.795 -3.659 -0.588
C 3.809 -2.855 -0.039
C -2.608 -3.226 -0.717
C -2.305 -4.529 -0.370
C -3.205 -5.534 -0.685
C -4.391 -5.226 -1.332
C -4.681 -3.915 -1.684
C -3.778 -2.912 -1.384
C -1.831 -1.230 1.219
C -2.335 -2.065 2.197
C -2.571 -1.551 3.462
C -2.298 -0.221 3.741
C -1.780 0.604 2.757
C -1.547 0.097 1.490
C -1.774 3.043 -1.718
C -2.798 3.544 -0.930
C -2.989 4.914 -0.840
C -2.151 5.769 -1.535
C -1.123 5.259 -2.313
C -0.930 3.891 -2.408
C -1.313 0.928 -3.412
C -0.195 0.255 -3.864
C -0.086 -0.045 -5.210
C -1.089 0.335 -6.089
C -2.207 1.008 -5.625
C -2.325 1.306 -4.276
H 1.401 -4.501 1.711
H 1.162 -5.033 4.134
H 0.897 -3.202 5.761
H 0.829 -0.857 4.997
H 1.098 -0.356 2.556
H 1.123 -4.068 -1.687
H 2.893 -5.512 -2.688
H 5.237 -5.231 -1.973
H 5.820 -3.540 -0.272
H 4.041 -2.098 0.694
H -1.367 -4.735 0.121
H -2.985 -6.560 -0.423
H -5.089 -6.015 -1.571
H -5.604 -3.681 -2.195
H -3.941 -1.885 -1.670
H -2.543 -3.100 1.968
H -2.973 -2.189 4.234
H -2.492 0.172 4.728
H -1.548 1.639 2.961
H -1.114 0.718 0.725
H -3.435 2.856 -0.391
H -3.790 5.310 -0.231
H -2.301 6.838 -1.472
H -0.463 5.920 -2.854
H -0.119 3.483 -2.990
H 0.569 -0.025 -3.150
H 0.781 -0.575 -5.574
H -1.000 0.095 -7.139
H -2.986 1.302 -6.314
H -3.192 1.832 -3.904
*
```

# 4
The following is a DFT calculation (ωB97M-V/def2-TZVPD) of a structure of composition C2H4Br2N2O2 at a distorted geometry.

Summary:
Kohn-Sham gap (spin up / spin down) = 9.650 / 9.649 eV
LUMO energy (spin up / spin down) = -0.0070 / -0.0070 hartree

The geometry in ORCA input format:
```
! RIJCOSX wB97M-V def2-TZVPD def2/J DEFGRID3
* xyz 0 1
C 2.431 0.022 0.226
C -2.008 0.014 -0.628
N 0.130 0.132 -0.013
N -1.015 -0.040 0.436
O -1.416 -0.304 1.621
O 1.204 -0.062 0.864
Br -3.217 1.552 -0.425
Br -3.170 -1.492 -0.391
H 2.584 0.968 -0.395
H 2.610 -0.795 -0.480
H 3.377 0.061 0.844
H -1.510 -0.055 -1.658
*
```

Here are the calculated E_tot numbers, same order: -88411.92025, -171043.46547, -132566.62017, -149293.67962 (eV).
Here are the calculated energy above the lowest of the compared OMol25 structures with the same formula, charge and spin numbers, same order: 17.1, 2.0, 76.8, 0.0 (kcal/mol).